No. 1
A molecular structure, C7H18ClIO2PPtS at a distorted geometry, computed with wB97M-V/def2-TZVPD.

The geometry in XYZ format:
```
32
Properties=species:S:1:pos:R:3
C -0.199 -5.155 -2.297
I 0.858 -3.701 -1.132
H -1.285 -5.108 -2.147
H 0.201 -6.115 -1.963
H 0.056 -4.990 -3.352
Pt -0.114 -1.260 -0.261
P -0.439 0.639 -1.443
C 1.128 1.084 -2.221
C -1.551 0.142 -2.773
H -1.965 1.873 -0.070
H -1.436 2.793 -1.520
H -0.356 2.628 -0.103
C -1.114 2.126 -0.704
H -2.560 0.033 -2.361
H -1.524 0.909 -3.554
H 0.920 1.786 -3.032
H 1.628 0.196 -2.621
H -1.231 -0.831 -3.171
H 1.782 1.554 -1.482
C 1.685 -1.137 0.015
O 2.790 -1.069 0.326
Cl -2.400 -1.006 0.220
C 1.053 2.726 3.718
S 0.110 1.598 2.665
C 0.360 0.088 3.560
O -1.338 1.991 2.758
H 2.035 2.291 3.933
H 0.467 2.884 4.637
H 1.172 3.668 3.166
H -0.233 0.101 4.482
H 0.068 -0.759 2.936
H 1.430 0.022 3.791
```

Calculated values
Max |F| ... 0.1040 Eh/bohr
Net charge ... +3
Energy ... -55605.1582 eV
Highest occupied orbital energy (spin up / spin down) ... -17.5011 / -20.4913 eV
Spin multiplicity ... 5
LUMO level (spin up / spin down) ... -10.6596 / -15.4617 eV
Kohn-Sham gap (spin up / spin down) ... 6.8 / 5.0 eV



No. 2
A gas-phase ion, C7H18F3N5 (charge +2) at a distorted geometry, computed with wB97M-V/def2-TZVPD.

The geometry in XYZ format:
```
33
Properties=species:S:1:pos:R:3
C -2.626 1.451 -0.678
N -1.281 1.138 -0.198
N -0.370 2.206 -0.063
C -0.541 -0.110 -0.709
N 0.249 0.122 -1.876
C -1.597 -1.115 -1.213
F -2.397 -1.394 -0.136
C 0.368 -0.572 0.555
N -0.501 -0.449 1.690
C 0.720 -2.203 0.395
F 1.459 -2.679 1.444
C 1.769 0.036 0.573
N 2.476 0.250 -0.473
C 2.457 0.203 1.910
F 3.776 0.342 1.552
H -2.539 1.665 -1.691
H -3.223 0.571 -0.484
H -3.071 2.349 -0.138
H -1.340 0.728 0.869
H -0.779 2.857 0.633
H -0.180 2.765 -0.900
H -0.034 -0.615 -2.527
H 0.227 1.042 -2.421
H -1.104 -2.003 -1.234
H -2.207 -0.867 -2.019
H -1.177 -1.189 1.886
H 0.000 -0.297 2.567
H 1.468 -2.368 -0.413
H -0.046 -2.794 0.090
H 1.943 0.249 -1.369
H 3.482 0.285 -0.625
H 2.449 -0.682 2.514
H 2.170 1.080 2.490
```

Calculated values
Max |F| ... 0.1066 Eh/bohr
Net charge ... +2
Energy ... -23134.1816 eV
Highest occupied orbital energy ... -18.0614 eV
Structure (SMILES) ... C[N@H+](N)[C@](N)(CF)[C@@](N)(CF)C(=[NH2+])CF
LUMO level ... -7.9147 eV
Kohn-Sham gap ... 10.1 eV



No. 3
A molecular structure, C7H18GaNO2P, computed with wB97M-V/def2-TZVPD.

The geometry in XYZ format:
```
30
Properties=species:S:1:pos:R:3
C -1.099 1.684 -2.569
C -0.658 0.894 -1.334
C -1.033 1.667 -0.067
C 0.838 0.557 -1.368
Ga 1.704 -0.479 0.148
C 0.957 -2.356 0.423
C -0.557 -2.560 0.299
C -1.336 -2.024 1.483
O -1.114 -2.315 2.614
O -2.462 -1.316 1.198
P 1.618 0.837 2.146
N 1.992 2.397 2.055
H -0.683 2.699 -2.537
H -2.192 1.774 -2.628
H -0.741 1.208 -3.489
H -1.221 -0.056 -1.344
H -0.943 1.058 0.837
H -2.065 2.042 -0.110
H -0.363 2.526 0.065
H 1.392 1.506 -1.452
H 1.057 0.006 -2.297
H 3.282 -0.608 -0.133
H 1.273 -2.729 1.405
H 1.440 -3.001 -0.323
H -0.831 -3.629 0.272
H -0.931 -2.124 -0.635
H -2.444 -1.064 0.262
H 0.409 0.654 2.863
H 2.413 0.151 3.109
H 2.300 2.603 1.108
```

Calculated values
Max |F| ... 0.0185 Eh/bohr
Net charge ... -1
Energy ... -74801.6202 eV
Highest occupied orbital energy ... -4.2885 eV
LUMO level ... 3.1088 eV
Kohn-Sham gap ... 7.4 eV



No. 4
A molecular structure, C7H18KN4O2P, computed with wB97M-V/def2-TZVPD.

The geometry in XYZ format:
```
33
Properties=species:S:1:pos:R:3
K -1.050 0.523 -0.819
N 1.888 1.328 3.543
C 0.726 0.366 3.539
P -0.706 1.188 2.694
O -1.485 0.178 1.937
O -0.087 2.399 2.046
C -1.778 1.887 4.030
N -2.334 3.175 3.483
H 2.783 0.858 3.393
H 1.967 1.859 4.411
H 1.703 2.016 2.786
H 0.539 0.011 4.550
H 1.000 -0.484 2.918
H -1.231 2.129 4.940
H -2.599 1.212 4.260
H -2.641 3.830 4.204
H -3.131 2.991 2.871
H -1.597 3.618 2.909
C 1.527 -1.576 -6.116
C 0.946 -1.625 -4.746
C 0.533 -2.682 -3.965
C 0.070 -2.110 -2.769
N 0.188 -0.783 -2.800
N 0.720 -0.515 -4.014
C -0.505 -2.805 -1.574
H 1.667 -2.586 -6.493
H 2.494 -1.073 -6.117
H 0.867 -1.044 -6.802
H 0.563 -3.726 -4.224
H 0.924 0.432 -4.283
H -0.348 -3.879 -1.644
H -1.583 -2.646 -1.498
H -0.030 -2.469 -0.649
```

Calculated values
Max |F| ... 0.0076 Eh/bohr
Net charge ... +2
Energy ... -43209.2834 eV
Highest occupied orbital energy ... -13.7300 eV
LUMO level ... -5.9526 eV
Kohn-Sham gap ... 7.8 eV



No. 5
A molecular structure, C7H18N2 at a distorted geometry, computed with wB97M-V/def2-TZVPD.

The geometry in XYZ format:
```
27
Properties=species:S:1:pos:R:3
C -0.239 -1.369 1.905
C 0.637 -1.937 -0.628
N 0.449 -0.805 0.741
N 1.785 -0.457 1.120
H 2.113 0.245 0.457
H 2.272 -1.268 1.500
H 0.343 -2.189 2.340
H -1.210 -1.752 1.603
H -0.369 -0.600 2.669
H -0.273 -2.035 -1.208
H 1.501 -1.750 -1.251
H 0.795 -2.848 -0.043
C -1.757 0.418 -0.172
C -0.234 1.948 1.092
C 0.005 0.837 -2.528
C -0.307 0.819 0.064
C 0.475 1.022 -1.123
H 1.311 1.711 -1.024
H -1.808 -0.588 -0.588
H -2.332 0.421 0.753
H -2.220 1.093 -0.891
H 0.786 2.298 1.228
H -0.860 2.782 0.772
H -0.606 1.628 2.071
H -0.155 1.799 -3.037
H 0.792 0.334 -3.097
H -0.893 0.243 -2.726
```

Calculated values
Max |F| ... 0.0899 Eh/bohr
Net charge ... 0
Energy ... -10526.2809 eV
Highest occupied orbital energy ... -5.9119 eV
LUMO level ... 0.7975 eV
Kohn-Sham gap ... 6.7 eV



No. 6
2 unconnected molecules or ions with the total composition C7H18N2SSi at a distorted geometry, computed with wB97M-V/def2-TZVPD.

The geometry in XYZ format:
```
29
Properties=species:S:1:pos:R:3
C -2.483 1.734 1.478
Si -0.571 2.119 1.642
C 0.338 3.682 0.992
C 0.027 2.064 3.422
N 0.123 1.017 0.466
N -0.082 -0.407 0.655
S 1.592 0.129 0.643
H -3.045 2.472 0.918
H -2.758 0.771 0.947
H -3.062 1.834 2.373
H 1.377 3.522 1.152
H 0.237 3.963 -0.060
H 0.155 4.630 1.623
H -0.899 2.187 4.073
H 0.390 1.033 3.647
H 0.940 2.656 3.681
H -0.371 -0.770 -0.303
C 0.834 -1.246 -2.554
C 1.125 -2.391 -2.022
C 0.163 -3.445 -1.594
C 2.494 -2.850 -1.889
H 1.561 -0.628 -3.108
H -0.124 -0.792 -2.537
H 0.463 -3.938 -0.681
H -0.797 -3.030 -1.619
H 0.102 -4.200 -2.402
H 2.686 -3.531 -1.033
H 2.741 -3.549 -2.793
H 3.267 -2.073 -1.779
```

Calculated values
Max |F| ... 0.0737 Eh/bohr
Net charge ... 0
Energy ... -29241.0755 eV
Highest occupied orbital energy ... -8.3386 eV
Structure (SMILES) ... C[Si](C)(C)n1[nH]s1.C=C(C)C
LUMO level ... 0.4913 eV
Kohn-Sham gap ... 8.8 eV



- Among the records above, which one has the lowest max |F|?
  C7H18KN4O2P



Copy entry 4 word for word.
A molecular structure, C7H18KN4O2P, computed with wB97M-V/def2-TZVPD.

The geometry in XYZ format:
```
33
Properties=species:S:1:pos:R:3
K -1.050 0.523 -0.819
N 1.888 1.328 3.543
C 0.726 0.366 3.539
P -0.706 1.188 2.694
O -1.485 0.178 1.937
O -0.087 2.399 2.046
C -1.778 1.887 4.030
N -2.334 3.175 3.483
H 2.783 0.858 3.393
H 1.967 1.859 4.411
H 1.703 2.016 2.786
H 0.539 0.011 4.550
H 1.000 -0.484 2.918
H -1.231 2.129 4.940
H -2.599 1.212 4.260
H -2.641 3.830 4.204
H -3.131 2.991 2.871
H -1.597 3.618 2.909
C 1.527 -1.576 -6.116
C 0.946 -1.625 -4.746
C 0.533 -2.682 -3.965
C 0.070 -2.110 -2.769
N 0.188 -0.783 -2.800
N 0.720 -0.515 -4.014
C -0.505 -2.805 -1.574
H 1.667 -2.586 -6.493
H 2.494 -1.073 -6.117
H 0.867 -1.044 -6.802
H 0.563 -3.726 -4.224
H 0.924 0.432 -4.283
H -0.348 -3.879 -1.644
H -1.583 -2.646 -1.498
H -0.030 -2.469 -0.649
```

Calculated values
Max |F| ... 0.0076 Eh/bohr
Net charge ... +2
Energy ... -43209.2834 eV
Highest occupied orbital energy ... -13.7300 eV
LUMO level ... -5.9526 eV
Kohn-Sham gap ... 7.8 eV